# 1
{"formula": "C4H7N4O3S", "method": "wB97M-V/def2-TZVPD", "symbols": ["S", "O", "O", "O", "N", "N", "N", "N", "C", "C", "C", "C", "H", "H", "H", "H", "H", "H", "H"], "positions_angstrom": [[2.5274, 1.1117, -1.1322], [0.2262, 2.0680, 0.2651], [2.2977, -1.4003, 0.6714], [0.8154, -2.2188, -0.6288], [-0.7234, 0.1398, 1.0949], [-2.6444, -1.0131, 0.2429], [1.4618, -1.3612, -0.1662], [-1.2122, -0.0093, -1.1818], [0.5398, 0.7944, 0.7372], [-1.5577, -0.2929, 0.0816], [1.0831, 0.1753, -0.5264], [-0.0302, 0.1473, -1.5848], [1.2682, 0.9144, 1.5548], [3.2931, 0.3099, -0.2665], [-1.1544, 0.3808, 1.9991], [-3.1116, -1.3951, 1.0940], [-3.1529, -1.3119, -0.6855], [-0.1339, 2.6958, 1.0286], [0.2080, 0.2653, -2.5974]], "atomic_forces_ev_per_a": [[0.51, -1.71, 1.17], [-1.37, 3.20, 2.31], [1.52, -0.80, 1.13], [-1.27, -2.03, -1.17], [-1.63, -0.90, 0.29], [-2.24, -1.21, -1.81], [-0.21, 3.79, 0.24], [-1.12, -0.53, -2.30], [-0.98, 1.42, -0.29], [1.61, 0.39, 2.44], [0.64, -1.11, -1.37], [0.69, -0.21, 3.05], [-0.43, -1.01, -0.08], [-0.33, 1.05, -0.94], [0.48, -0.49, -0.56], [1.22, 0.77, -0.73], [1.45, 1.03, 2.39], [1.28, -2.01, -2.34], [0.17, 0.36, -1.45]], "e_homo_ev": -13.377, "smiles": "[NH2+]=C1N=C[C@](S)([N+](=O)[O-])[C@@H](O)N1", "e_above_lowest_ev": 0.567, "max_force_ev_per_a": 4.2, "charge": 1, "multiplicity": 1}

***

# 2
{"formula": "C16H25BBrIN2O5P", "method": "wB97M-V/def2-TZVPD", "symbols": ["I", "Br", "P", "O", "O", "O", "O", "O", "N", "N", "C", "C", "C", "C", "C", "C", "C", "C", "C", "C", "C", "C", "C", "C", "C", "C", "B", "H", "H", "H", "H", "H", "H", "H", "H", "H", "H", "H", "H", "H", "H", "H", "H", "H", "H", "H", "H", "H", "H", "H", "H", "H"], "positions_angstrom": [[-0.4456, 4.0952, -1.4507], [-3.2446, 1.0502, -0.1466], [1.2116, 3.8358, 1.4828], [4.2853, 0.0924, -0.9939], [2.3288, -1.0249, -0.8171], [-1.2188, 2.3527, 0.9769], [2.3509, 2.6921, 2.0227], [0.6038, 1.5115, -0.0551], [-2.9537, -0.7391, 3.8782], [2.1026, 4.9806, 0.5436], [-1.7515, 0.5734, 2.3245], [-0.3636, -2.4636, -1.9665], [-1.2048, 0.7571, 4.5742], [-2.2048, -0.1516, 4.7869], [2.0642, -0.6063, 0.5347], [-0.9518, 1.1492, 3.2764], [-2.1965, -3.5376, -3.4583], [-1.0544, -3.7497, -2.4540], [-1.5325, 0.9939, 0.8497], [-2.7104, -0.3590, 2.6229], [3.1989, -0.2071, -1.4593], [0.5855, -0.6314, 0.8874], [-0.5394, 0.0097, -1.3496], [-0.2565, 0.3934, 0.1148], [2.8051, 0.3182, -2.8253], [-1.3108, -1.3433, -1.5178], [0.0170, 2.7628, 0.3506], [2.3850, -0.4568, -3.4684], [-0.2915, -4.3494, -2.9649], [-2.6429, -4.5152, -3.6679], [-2.4052, -0.4221, 5.8245], [0.3935, -0.1182, -1.8898], [-2.9764, -2.9154, -3.0214], [-0.6337, 1.1762, 5.3895], [-1.0549, 0.8244, -1.8543], [0.2750, -2.7490, -1.1268], [-3.3076, -0.8133, 1.8450], [0.3042, -2.0881, -2.7461], [-1.8755, -1.5896, -0.6156], [2.5344, 0.3441, 0.7687], [2.5500, -1.3355, 1.1965], [-1.4177, -4.3615, -1.6239], [2.9829, 4.6041, 0.1972], [3.7219, 0.6677, -3.2959], [-1.8591, -3.1380, -4.4156], [-2.0107, -1.1677, -2.3380], [2.6192, 2.9911, 2.8946], [0.2269, -1.6555, 0.7345], [2.3507, 5.7408, 1.1642], [0.5467, -0.4725, 1.9672], [2.1510, 1.1850, -2.7147], [-0.1800, 1.8601, 3.0296]], "atomic_forces_ev_per_a": [[-0.33, 0.30, -0.68], [-0.10, -0.56, -0.11], [-0.50, 0.87, 1.08], [-1.22, -0.31, -0.03], [-0.29, 1.03, -0.53], [-0.09, 0.38, 0.21], [-0.21, 0.06, -0.37], [0.24, 0.48, 0.38], [-0.23, -0.11, -0.48], [0.46, -0.52, 0.47], [-0.22, -0.26, -2.89], [-0.46, -0.48, 0.60], [0.65, 0.65, -0.37], [-0.34, -0.53, 1.87], [0.41, -0.79, 1.22], [0.00, -0.13, 0.67], [0.00, -0.61, 0.42], [0.19, 0.22, -0.65], [1.25, 1.99, 1.40], [-0.13, -0.42, 0.74], [1.60, 0.36, -0.04], [-0.23, -0.51, -0.26], [-0.71, -1.63, 0.29], [0.53, 0.76, -1.65], [0.40, -0.35, 0.04], [0.60, 0.79, -0.86], [0.47, -1.52, -0.44], [-0.36, 0.12, 0.18], [-0.01, -0.10, 0.19], [-0.07, 0.09, -0.08], [-0.10, -0.13, -0.12], [0.18, 0.20, 0.34], [-0.03, 0.09, -0.23], [-0.05, -0.08, 0.16], [-0.12, 0.10, 0.30], [0.19, 0.09, -0.13], [-0.03, 0.03, -0.04], [-0.09, 0.05, -0.04], [-0.04, -0.16, -0.09], [-0.18, 0.17, -0.34], [-0.02, -0.02, -0.11], [-0.03, 0.19, 0.10], [-0.21, -0.07, -0.39], [0.02, 0.01, 0.04], [0.02, 0.26, 0.13], [-0.28, -0.12, 0.26], [0.08, -0.07, 0.04], [-0.21, 0.11, -0.01], [-0.05, 0.06, -0.07], [-0.04, 0.19, -0.07], [-0.28, -0.24, 0.05], [-0.02, 0.09, -0.09]], "e_homo_ev": -4.322, "max_force_ev_per_a": 2.9, "charge": -1, "multiplicity": 1}

***

# 3
{"formula": "C9H14O", "method": "wB97M-V/def2-TZVPD", "symbols": ["O", "C", "C", "C", "C", "C", "C", "C", "C", "C", "H", "H", "H", "H", "H", "H", "H", "H", "H", "H", "H", "H", "H", "H"], "positions_angstrom": [[1.7568, 1.1295, -2.1307], [-0.0730, 1.9252, 0.8475], [-1.7520, -1.7941, -0.9794], [0.2291, 1.9607, -0.4720], [0.4713, 0.9747, 1.7515], [0.1339, 0.9617, 3.1842], [1.4200, 0.0225, 1.2467], [1.2517, 1.0811, -0.9209], [-1.0318, -2.1871, -2.2646], [1.6599, 0.0072, -0.0826], [-2.8321, -1.8467, -1.0795], [1.1111, 1.3968, -2.8050], [0.4833, 1.8683, 3.6918], [-1.5482, -0.8163, -0.5411], [-0.8008, 2.6064, 1.2737], [-1.5014, -2.5346, -0.2121], [1.8525, -0.7144, 1.9116], [-0.2308, 2.7067, -1.1090], [-0.0014, -1.8158, -2.2642], [2.1804, -0.8265, -0.5462], [-0.9960, -3.2667, -2.4291], [-1.5490, -1.8072, -3.1507], [-0.9216, 0.7947, 3.3920], [0.6879, 0.1739, 3.6882]], "atomic_forces_ev_per_a": [[-0.20, -0.70, -0.09], [-0.90, 0.08, 0.53], [-0.21, -0.93, 0.56], [0.32, 0.37, 0.21], [1.23, -0.35, -0.16], [0.50, -0.32, 0.62], [-0.96, 0.41, 0.26], [-1.15, -0.35, -0.41], [-0.06, 0.45, -0.39], [1.19, -0.38, -0.20], [-0.14, -0.04, -0.15], [0.19, 0.56, 0.06], [-0.37, 0.25, -0.25], [0.32, 0.18, -0.38], [0.00, 0.11, -0.21], [-0.02, 0.19, 0.10], [-0.19, -0.09, -0.09], [0.20, -0.06, -0.14], [-0.05, -0.11, -0.15], [0.29, 0.34, 0.03], [0.01, 0.08, 0.35], [0.20, 0.24, 0.09], [-0.16, 0.29, -0.12], [-0.08, -0.23, -0.05]], "e_homo_ev": [-14.146, -14.636], "e_above_lowest_ev": 0.415, "max_force_ev_per_a": 1.3, "charge": 1, "multiplicity": 2}

***

# 4
{"formula": "C26H49Cl14N3", "method": "wB97M-V/def2-TZVPD", "symbols": ["Cl", "Cl", "Cl", "Cl", "Cl", "Cl", "Cl", "Cl", "Cl", "Cl", "Cl", "Cl", "Cl", "Cl", "N", "N", "N", "C", "C", "C", "C", "C", "C", "C", "C", "C", "C", "C", "C", "C", "C", "C", "C", "C", "C", "C", "C", "C", "C", "C", "C", "C", "C", "H", "H", "H", "H", "H", "H", "H", "H", "H", "H", "H", "H", "H", "H", "H", "H", "H", "H", "H", "H", "H", "H", "H", "H", "H", "H", "H", "H", "H", "H", "H", "H", "H", "H", "H", "H", "H", "H", "H", "H", "H", "H", "H", "H", "H", "H", "H", "H", "H"], "positions_angstrom": [[-12.9704, 4.9118, -16.3723], [-9.6241, -1.1975, -6.0290], [-12.5841, -4.8682, -18.6040], [-11.9447, 1.6519, -8.1947], [-17.1470, -3.6820, -11.5426], [-13.6025, 4.3931, -10.9674], [-16.4794, 0.1805, -10.5092], [-10.5378, 5.2830, -12.4283], [-9.4136, 1.8279, -10.3794], [-17.4219, -5.3930, -14.3222], [-7.1200, 2.5657, -8.0484], [-15.0314, 3.4134, -18.3792], [-15.6891, -5.2271, -19.5935], [-17.5692, 4.2391, -9.2973], [-16.3772, 2.4805, -14.0134], [-13.7076, -1.9670, -14.8635], [-6.2484, -0.3420, -16.5130], [-17.7059, 2.5710, -9.9446], [-13.9973, -1.0008, -14.3140], [-11.6698, 3.9850, -12.9322], [-13.4503, 0.4846, -12.3877], [-8.0693, 2.9489, -10.5437], [-16.5635, -3.8100, -14.2128], [-14.3416, 0.2346, -13.5967], [-16.3665, 1.8554, -9.9302], [-15.0882, -3.7560, -18.7859], [-17.6242, 1.2032, -17.3617], [-17.2534, 1.8866, -14.4569], [-18.3319, 1.0003, -14.9216], [-7.5061, 1.4921, -15.1418], [-15.9197, -3.6968, -12.8335], [-9.6272, 0.1588, -15.1458], [-11.9862, 0.0956, -12.4797], [-13.1357, 4.3219, -12.7031], [-13.1835, 3.1455, -16.4426], [-7.8027, 3.7195, -9.2406], [-18.0177, 0.2587, -16.2172], [-13.9686, -4.0713, -17.7951], [-6.7906, 0.4668, -15.9047], [-10.1653, 0.4073, -6.6678], [-8.6800, 0.9785, -14.2809], [-11.0128, 0.1592, -7.8678], [-13.5076, 2.6313, -17.8412], [-10.5034, -0.1888, -8.7638], [-15.8923, -3.2292, -18.2690], [-12.2388, 2.7335, -16.0914], [-13.6392, 1.5557, -17.8672], [-7.9055, 2.1996, -15.8689], [-13.3739, 5.3248, -13.0426], [-8.3379, 0.3802, -13.4331], [-6.7513, 1.9518, -14.5016], [-13.7644, 3.6054, -13.2286], [-15.9167, 1.8671, -8.9395], [-18.0103, 2.6552, -10.9856], [-18.5426, 1.7959, -17.4592], [-11.4897, 0.6948, -13.2428], [-14.3095, -4.7694, -17.0369], [-15.4051, 0.0920, -13.3987], [-10.3909, -0.3886, -14.5947], [-8.1772, 3.6464, -11.3730], [-14.2846, 1.0200, -14.3522], [-11.3334, 3.0361, -12.5271], [-14.7191, -2.9886, -19.4685], [-11.7865, -0.9585, -12.6746], [-16.8266, 1.9123, -17.1504], [-9.1603, 1.8279, -13.7925], [-18.8816, -0.2875, -16.5985], [-7.1691, 2.3653, -10.7276], [-19.2560, 1.5696, -15.0529], [-13.8407, -0.0510, -11.5178], [-15.8728, -3.9630, -15.0348], [-12.7281, 3.0007, -18.5049], [-11.5363, 0.2918, -11.5056], [-10.2082, 0.8096, -15.8088], [-15.3538, -4.6220, -12.7494], [-14.0198, 2.8552, -15.8055], [-11.5935, 3.9919, -14.0211], [-9.1772, -0.6142, -15.7690], [-15.3602, -2.7800, -12.7076], [-18.4512, 2.0399, -9.3604], [-8.6853, 4.2106, -8.8414], [-13.6609, -3.1188, -17.3710], [-9.2508, 0.9716, -6.8157], [-17.2803, -3.0118, -14.3941], [-10.7329, 0.8815, -5.8723], [-17.2530, -0.5104, -16.0647], [-15.6949, 2.3932, -10.5984], [-11.7259, -0.6435, -7.6781], [-13.5843, 1.5279, -12.0909], [-18.6013, 0.3062, -14.1229], [-17.4314, 0.7239, -18.3181], [-7.0289, 4.4675, -9.3959]], "atomic_forces_ev_per_a": [[-0.07, -0.07, -0.02], [0.01, 0.15, -0.04], [-0.04, 0.31, 0.13], [-0.09, -0.07, -0.26], [-0.08, 0.06, 0.05], [0.08, -0.39, -0.12], [-0.31, -0.10, 0.02], [-0.18, -0.23, 0.23], [-0.23, 0.07, -0.35], [-0.36, 0.09, 0.09], [-0.20, 0.22, 0.20], [0.12, -0.24, -0.19], [-0.06, 0.54, 0.03], [0.14, -0.38, -0.08], [0.03, 0.27, -0.15], [-0.09, -0.09, -0.12], [0.02, 0.07, 0.04], [0.04, -0.32, -0.32], [0.39, 0.01, 0.07], [-0.48, 0.59, -0.77], [-0.55, -0.35, 1.10], [1.21, 0.67, 0.65], [-0.42, -0.52, 0.23], [0.08, -0.86, -0.98], [0.46, 1.00, 0.19], [0.57, 0.41, 0.43], [-1.05, 0.53, 0.54], [-0.30, -0.52, 0.14], [-0.67, -0.04, -0.09], [0.03, -0.06, 0.46], [-0.43, -0.59, -0.82], [-1.13, -0.04, -0.14], [0.09, 0.51, -0.04], [0.36, 0.36, 0.66], [-0.30, -0.58, -0.13], [0.09, -0.43, -0.51], [1.02, -0.46, -0.90], [-0.57, -0.10, -0.56], [-0.25, -0.28, 0.04], [0.62, -0.54, 0.81], [0.35, -0.78, -0.18], [-0.76, -0.43, -0.35], [0.22, 1.42, 0.23], [0.41, 0.51, 0.04], [-0.23, -0.52, 0.19], [-0.11, -0.25, 0.03], [0.10, -0.06, 0.01], [0.20, 0.25, 0.08], [0.17, -0.07, -0.39], [0.31, -0.13, -0.20], [-0.13, 0.39, -0.13], [-0.10, -0.08, 0.17], [-0.09, -0.22, 0.02], [-0.29, 0.06, 0.10], [0.27, 0.30, -0.54], [0.24, -0.05, 0.10], [0.02, 0.12, 0.16], [0.06, 0.47, 0.57], [0.16, 0.11, 0.32], [-0.55, -0.09, 0.01], [0.06, 0.17, 0.18], [-0.09, 0.03, 0.23], [0.03, -0.57, -0.59], [-0.36, -0.03, -0.23], [0.12, -0.25, 0.20], [-0.17, 0.14, -0.32], [-0.23, 0.01, 0.51], [-0.09, -0.14, -0.16], [0.21, 0.34, -0.09], [-0.29, -0.12, -0.22], [0.48, 0.83, 0.24], [-0.08, -0.43, -0.27], [0.13, 0.22, -0.11], [0.19, 0.05, -0.15], [0.44, 0.35, 0.54], [0.19, 0.25, 0.34], [0.24, -0.29, 0.01], [0.51, 0.26, 0.05], [0.37, -0.12, -0.17], [-0.05, 0.06, -0.01], [-0.08, -0.21, 0.11], [0.28, -0.19, 0.25], [-0.11, 0.13, -0.41], [0.02, -0.07, -0.16], [-0.11, -0.07, -0.05], [0.08, 0.14, 0.24], [0.08, -0.13, 0.01], [-0.16, 0.26, 0.32], [0.26, 0.08, -0.15], [0.37, -0.05, 0.12], [0.03, -0.23, 0.12], [-0.01, 0.00, -0.15]], "e_homo_ev": -10.724, "smiles": "CCCC#N.CCCC#N.CCCC#N.ClCCCl.ClCCCl.ClCCCl.ClCCCl.ClCCCl.ClCCCl.ClCCCl", "e_above_lowest_ev": 1.154, "max_force_ev_per_a": 1.5, "multiplicity": 1}